(1)
The following is a quantum chemistry calculation of one molecule with the formula C17H19N5O5 in a non-equilibrium geometry, from the Open Molecules 2025 dataset.

Calculated values
Kohn-Sham gap, eV: 7.93
SMILES: COc1ccc(CNc2cc(NCCCO)c([N+](=O)[O-])c3nonc23)cc1
DFT total energy, hartree: -1309.01996
E_LUMO, eV: -0.358

Structure (XYZ):
```
46
Properties=species:S:1:pos:R:3:lowdin_charge:R:1
H 1.8201 -2.5721 -1.1621 0.11
C 0.6502 1.1622 0.9633 -0.19
C 1.8458 1.7907 0.5003 -0.16
C 0.4619 -0.1416 0.5738 0.06
H -0.7861 -2.1665 3.4256 0.09
H -1.3077 0.4346 2.7741 0.12
N 1.0738 -2.1187 -0.6263 0.07
H -2.8002 -0.9221 1.5840 0.10
N 2.2969 3.0081 0.6867 0.13
C -3.8946 -0.3382 -0.1476 -0.01
O -5.0276 0.5823 -2.1027 -0.08
C -3.5873 1.9351 -0.8593 0.01
H -0.7626 -4.5136 0.9057 0.12
N 3.7912 1.9137 -0.5478 0.14
H -0.4197 -0.6514 0.9130 0.07
O 4.5609 -0.3120 -1.7532 0.08
C -2.4259 1.1263 1.0864 -0.23
H -6.3091 -0.9345 -1.4967 0.10
N -0.1768 1.8607 1.7679 0.06
C 0.1139 -3.8695 0.8300 -0.15
C -3.0195 -0.1121 0.9021 -0.05
C -2.7210 2.1482 0.1893 -0.03
C -0.1011 -2.8941 -0.3352 -0.17
H 0.9888 -4.4884 0.6281 0.12
H -4.9496 -1.4461 -2.5387 0.10
N 3.5584 -0.9210 -1.4314 -0.35
O -0.8584 -2.4560 2.5111 -0.08
H -2.2661 3.1200 0.3140 0.12
C 0.3187 -3.1662 2.1680 -0.26
C -1.4583 1.3686 2.2222 -0.13
O 3.3809 -2.1097 -1.7505 0.01
H -1.8684 2.1107 2.9115 0.13
H -0.3368 -3.4747 -1.2318 0.13
H 1.1703 -2.4744 2.1036 0.12
C 2.5865 -0.2728 -0.6742 -0.06
H 0.5432 -3.9193 2.9339 0.12
H -4.3367 -1.3158 -0.2569 0.10
C 2.8072 1.0763 -0.2991 -0.16
C -4.1874 0.6867 -1.0403 -0.28
H -0.9508 -2.2465 -0.1173 0.11
H 0.0388 2.8384 1.8770 0.14
C 1.3671 -0.8698 -0.2444 -0.15
O 3.4681 3.0670 0.0488 -0.05
H -3.8216 2.7216 -1.5586 0.12
C -5.6706 -0.6472 -2.3383 -0.09
H -6.2884 -0.4915 -3.2211 0.09
```



(2)
The following is a quantum chemistry calculation of C20H44NOP3SY as an isolated structure in a non-equilibrium geometry, from the Open Molecules 2025 dataset.

Calculated values
Kohn-Sham gap (spin up / spin down), eV: 4.44 / 3.65
DFT total energy, hartree: -2378.07935
Total charge: +3
E_LUMO (spin up / spin down), eV: -10.237 / -10.674

Structure (XYZ):
```
71
Properties=species:S:1:pos:R:3:lowdin_charge:R:1
H -4.7538 -2.1688 0.5694 0.05
C -0.8582 2.7439 0.4250 -0.30
H 5.2571 1.1676 -2.6063 0.08
C 1.8793 -2.2328 4.4075 0.02
H 5.5784 0.2322 -1.1233 0.07
H 0.2951 -3.1866 -2.2757 0.10
C -0.3901 0.6319 -3.5295 -0.74
P 3.9556 1.9625 -0.7423 0.90
C -1.8884 -0.5439 -5.0348 -0.08
C -0.3575 -2.4415 5.5490 0.00
H -4.3280 0.0243 -2.0489 0.08
H 4.0543 3.8651 0.7421 0.07
H -3.4144 1.0356 -0.8769 0.04
P -0.7001 1.2634 1.5074 0.75
C -1.0201 -0.5778 -3.9446 -0.16
H -1.6547 2.7724 -5.9158 0.13
C -0.2672 -2.1557 3.1886 -0.21
H 1.0926 -4.2832 -0.1701 0.12
Y -0.1786 -1.5479 0.0750 1.25
N 0.4081 -2.2347 4.3165 -0.12
H -2.3472 -1.4676 -5.3774 0.11
H 2.3689 -2.9434 0.0663 0.11
H -3.4963 -1.5198 1.6860 0.02
H -4.4135 -3.1446 -1.1052 0.05
C -1.4803 1.8243 -5.3876 -0.06
H -0.0974 2.7957 3.3199 0.07
P -2.8711 -1.3309 -0.6824 0.74
C -4.0415 -1.3475 0.7404 -0.25
H 1.2703 2.4948 2.2135 0.02
H -4.5701 -0.3834 0.7832 0.06
S 0.5437 0.8098 -2.1042 0.54
H -4.0724 -2.1480 -2.5850 0.06
H 0.8192 1.2631 3.4196 0.03
H -2.3153 2.4905 2.8697 0.07
H -0.8043 -1.5030 5.9182 0.12
O 0.3197 -2.1021 2.0409 -0.25
H 3.5876 0.0264 0.7591 0.05
C -0.5584 1.7892 -4.3515 -0.12
H 0.3074 -2.8307 6.3248 0.11
H 6.2222 1.8996 -1.2583 0.07
C 5.3928 1.2339 -1.5199 -0.20
H 0.1065 2.9625 -0.0448 0.02
H 2.3366 -1.2647 4.1657 0.10
H -1.3699 -2.1461 3.2333 0.16
C 4.2451 3.7169 -0.3363 -0.18
H 2.7915 1.8747 -1.6104 -0.03
H -2.6219 0.4206 -2.3556 0.02
H -2.8684 -3.3708 -1.9935 0.04
C -3.3530 0.1855 -1.5691 -0.24
H 5.3065 3.9472 -0.5409 0.07
H -1.1842 3.6043 1.0249 0.07
H 0.0434 2.6777 -4.1363 0.10
H -3.1226 1.2851 1.8013 0.03
C -3.6365 -2.6388 -1.7011 -0.24
C -2.1679 0.6510 -5.7473 -0.04
H -2.2857 0.7424 3.2881 0.04
H -1.5825 2.5538 -0.3729 0.03
H 2.1292 -2.4345 5.4540 0.10
H -0.7583 -1.5147 -3.4182 0.07
H -1.1807 -3.1579 5.3919 0.11
C 0.4300 2.0265 2.7367 -0.28
H 4.8270 1.1668 1.3029 0.09
H 1.4285 -1.7746 -2.0375 0.04
C 0.9373 -2.6477 -1.5711 -0.21
H -2.9243 0.6832 -6.5385 0.12
C -2.2645 1.4674 2.4609 -0.27
H 3.1087 1.5458 1.5384 0.03
C 1.4071 -3.2407 -0.4047 -0.12
C 3.8279 1.0934 0.8400 -0.21
H 3.5881 4.3766 -0.9434 0.08
H 2.3337 -3.0237 3.8013 0.11
```



(3)
The following is a quantum chemistry calculation of C14H14FN2O2RuS2 as an isolated structure, from the Open Molecules 2025 dataset.

Calculated values
Kohn-Sham gap (spin up / spin down), eV: 2.16 / 7.02
DFT total energy, hartree: -1792.97711
Total charge: -2
2S+1: 6
E_LUMO (spin up / spin down), eV: 4.803 / 4.770

Structure (XYZ):
```
36
Properties=species:S:1:pos:R:3:lowdin_spin:R:1
C -2.0112 1.8627 -1.1742 0.03
S 2.7014 -0.6885 -0.5766 0.17
O 0.5026 0.3853 -2.3432 0.80
H -0.6575 -0.9590 -2.7666 0.01
H -3.8824 -3.0548 -2.5060 0.09
H -3.8679 -4.3847 -1.3493 0.12
C 3.1356 0.0534 3.3772 0.00
Ru 0.5730 0.3739 -0.5612 2.67
H 0.3202 3.3051 0.7857 0.00
H -2.5723 -3.0664 0.0348 0.03
H 5.0898 -1.6763 0.5597 0.00
C 4.3631 -0.5237 3.6576 0.01
N -2.4427 -2.9221 -0.9498 0.02
S 1.0349 0.7730 1.7906 0.07
C -2.6959 4.0346 -0.4901 0.01
H -1.3487 5.1401 0.7395 0.00
C 3.3068 -0.6147 1.0662 0.02
C -1.5239 4.2116 0.2090 0.00
C -2.9675 2.8727 -1.1800 0.01
F -3.6199 5.0468 -0.5024 0.00
C 4.5457 -1.1912 1.3623 0.01
H 2.5706 0.5450 4.1611 0.00
O -0.9489 -1.3576 -0.3326 0.13
H -2.2156 0.9611 -1.7404 0.01
C 2.5851 0.0184 2.0911 0.01
H 4.7616 -0.4850 4.6656 0.00
C -0.8075 1.9775 -0.4706 0.05
N -1.3329 -1.6947 -2.5543 0.02
H -3.9022 2.7670 -1.7171 0.01
C -1.5473 -1.9623 -1.2555 0.04
H 6.0366 -1.6111 2.8452 0.00
H -1.8442 -2.1812 -3.2694 0.05
H -2.5947 -4.2861 -2.5675 0.08
C 5.0752 -1.1526 2.6419 0.00
C -0.5928 3.1739 0.2183 0.02
C -3.2262 -3.6901 -1.8990 0.49
```



(4)
The following is a quantum chemistry calculation of a 2-piece molecular cluster, H3N2P overall in a non-equilibrium geometry, from the Open Molecules 2025 dataset.

Calculated values
Kohn-Sham gap (spin up / spin down), eV: 9.53 / 8.66
DFT total energy, hartree: -452.50990
E_LUMO (spin up / spin down), eV: -0.272 / -0.892

Structure (XYZ):
```
6
Properties=species:S:1:pos:R:3:lowdin_charge:R:1
N 1.1148 0.1020 -0.5724 -0.43
H -0.0340 -0.2095 1.5504 0.02
P -0.4171 0.1190 -0.7088 0.54
H -1.6870 0.1162 1.2923 0.01
H 1.8288 0.0398 -2.4601 0.13
N -0.8055 -0.1673 0.8986 -0.28
```



For reference, ΔE to the lowest compared entry with this formula, charge and spin by record: 140.5; 0.0; 0.0; 93.1 kcal/mol.